Molecular formula: C3H10NO4
Method: DFT, ωB97M-V/def2-TZVPD

XYZ file:
```
18
Properties=species:S:1:pos:R:3:forces:R:3
N -0.125836 0.207954 0.756219 -0.02 0.59 -0.80
C -0.502587 1.222300 -0.033580 -0.17 -0.24 -0.87
H 2.070913 -0.171873 1.501705 0.11 0.77 -1.06
H -1.107523 -1.476897 -1.766418 -0.29 0.20 -0.11
H 2.459095 -1.482416 -1.224383 -0.45 0.22 0.34
O -0.744801 -2.330257 -1.527563 0.49 0.20 0.24
H 1.394113 1.676136 1.657314 0.29 -0.52 -0.70
C 1.429860 0.609011 1.940276 0.05 -0.67 2.23
H -2.304119 0.098227 -0.684434 -0.42 0.28 0.23
O 0.149188 2.224524 -0.374405 0.27 -0.36 0.42
H 1.264288 -1.228998 -0.210049 0.45 0.75 0.28
H -1.855879 1.560034 -1.655956 0.31 -0.52 -0.46
H -2.478016 1.914220 -0.190159 -0.50 -0.80 0.46
H 0.089680 -2.062782 -1.084332 -0.48 -0.73 -0.45
C -1.899253 1.109733 -0.667011 0.24 1.29 -0.01
H -0.963078 -0.335801 0.947210 0.38 -0.33 0.36
O 1.919843 -1.875080 -0.524809 0.08 -0.46 -0.17
O 1.204112 0.341964 3.140377 -0.35 0.32 0.07
```
Forces are in eV/Å.

Energy relative to the best compared isomer or geometry (same formula, charge and spin) = 260.2 kJ/mol
Orbital gap = 7.9 eV
Total charge = -1